18
Properties=species:S:1:pos:R:3:mulliken_charge:R:1 method="wB97M-V/def2-TZVPD" charge=+1 e_tot_ev=-9336.0297 fmax_ev_per_a=5.8 spin_multiplicity=1
O -0.0285 -0.1780 -0.1966 -0.61
C -0.2044 0.2789 1.0974 0.11
N -0.5737 -0.5667 2.1506 -0.34
C -1.1992 1.3599 1.1523 -0.59
N -1.0802 1.8971 2.4969 -0.34
C 1.9470 -0.9052 -2.4854 -0.40
C 0.4954 -1.2894 -2.4036 -0.15
H 0.6257 0.8395 1.4883 0.30
H 0.1909 -1.1769 2.4883 0.24
H -2.1623 1.0426 0.7734 0.38
H -0.6976 1.9614 0.4048 0.34
H -1.4076 -0.4238 2.8241 0.25
H -1.5826 2.7498 2.7363 0.28
H 2.5461 -1.5090 -1.8155 0.33
H 2.1375 -0.7540 -3.5608 0.33
H -0.2886 -1.6099 -1.6938 0.33
H 0.9333 -0.1648 -2.0001 0.27
H 0.3488 -1.5514 -3.4566 0.28